A gas-phase ion, C4H9N2O (charge +1) at a distorted geometry, computed with ωB97M-V/def2-TZVPD.

```
! RIJCOSX wB97M-V def2-TZVPD def2/J DEFGRID3
* xyz 1 1
H 1.08729 1.75669 -1.00791
H -0.33580 -1.95018 1.77585
C -0.49839 -1.02049 1.10828
H -0.35682 2.99173 -0.65067
C 0.30306 0.22799 1.19519
H 0.91712 2.60379 0.58059
N -0.38376 1.06495 0.27572
N -0.34134 -1.62055 -0.27767
H -0.00808 -1.65204 -3.03085
O -0.31739 -0.89434 -2.47852
H -1.53324 -0.87231 1.18647
C -0.45165 -0.76252 -1.23499
H 1.31760 0.00670 1.05034
H 0.18273 0.45697 2.22113
H 0.09412 -2.50326 -0.49135
C 0.32453 2.16688 -0.22163
*
```

The gap between HOMO and LUMO (alpha / beta) comes out at 8.197 / 8.766 eV. Its relative energy (zero: lowest compared OMol25 entry of this formula, charge and spin) is 5.965 eV. For the total energy, the calculation gives -9310.0507 eV. As for the strongest force on any atom: 0.0950 Eh/bohr. For the HOMO energy (alpha / beta), the calculation gives -0.5165 / -0.5145 Eh.

---

A molecular structure, C15H33AlBeN3O7S at a distorted geometry, computed with ωB97M-V/def2-TZVPD.

```
! RIJCOSX wB97M-V def2-TZVPD def2/J DEFGRID3
* xyz 1 1
H 0.94054 1.19181 0.63057
H -3.53155 3.65134 -0.09802
H -3.27767 -2.94843 0.42265
H -1.37740 -3.24085 -0.86114
Be 0.25055 1.37825 6.78382
H -2.20353 4.57610 -0.67511
H -3.28660 -0.31463 -2.40952
H 1.15432 -1.78441 1.67864
O -4.56870 1.82506 -2.02580
H -1.13889 3.67867 1.03772
C 2.91672 -4.14766 -0.47750
H -2.41129 0.18967 -0.99507
H -1.31387 5.30517 -4.12058
C -3.40304 1.79815 -1.96096
H -3.00747 2.63494 1.97136
O 1.81383 -3.90769 -0.05421
C -2.54450 3.55652 -0.52956
H -0.72830 -3.67209 0.70846
H 3.19425 -2.79197 -2.13315
Al 0.24034 0.42969 1.82551
N -2.60696 2.95001 -1.86528
C -2.35233 1.97139 1.40789
O 1.82758 2.00135 4.06271
H 5.59259 -4.95487 0.04076
H -2.62885 -1.35275 0.79832
H -1.66477 2.76972 -2.19173
C -2.65772 0.46824 -2.01818
S 1.64435 0.61426 3.71003
C 0.67751 -0.11610 5.10583
H 0.06288 -0.94265 4.74983
H -0.83062 4.62169 -5.70171
C -1.53302 1.20543 2.46442
H -2.38136 -2.74048 1.89702
C 4.83124 -4.21372 -1.86788
C -0.49391 5.14427 -4.81139
H -0.38549 -0.90923 -0.49991
C 3.77939 -3.24436 -1.33656
H 4.21667 -2.47037 -0.70289
N 0.52657 4.28322 -4.14702
N 0.21652 -1.42250 1.48826
H -0.04206 0.69910 5.39240
H -3.00784 1.26962 0.90113
C 4.90048 -5.24347 -0.75211
H 1.32995 -0.46751 5.91511
C -1.56614 2.86876 0.45684
C -0.08146 -1.76175 0.11300
H 0.82121 -2.20306 -0.32119
C -1.16727 -2.86793 0.13487
H 5.17077 -6.23294 -1.11071
O 3.56801 -5.28561 -0.19937
O 1.51489 4.00489 -4.78858
C -2.44388 -2.42026 0.86604
O 0.29985 3.91610 -3.00348
H -0.01013 6.08136 -5.07013
H -1.31138 1.86859 3.30339
H 5.79144 -3.75211 -2.08695
O 2.84999 -0.14234 3.57802
H 4.46800 -4.68270 -2.78322
H -0.80228 2.35070 -0.11013
H -2.09808 0.36180 2.85561
H -1.74211 0.56855 -2.59116
*
```

The gap between HOMO and LUMO comes out at 2.944 eV. For the total energy, the calculation gives -52710.1135 eV. As for the strongest force on any atom: 0.0679 Eh/bohr. For the HOMO energy, the calculation gives -0.4149 Eh.

---

A molecular structure, C2H3LiMnO2 at a distorted geometry, computed with ωB97M-V/def2-TZVPD.

```
! RIJCOSX wB97M-V def2-TZVPD def2/J DEFGRID3
* xyz 0 6
O -0.66564 -1.53094 -1.06447
C -0.77894 -0.64873 -0.01891
C 0.19136 0.49984 -0.13648
Mn 1.82051 1.73479 -0.39543
Li -1.34455 -3.05330 -0.43771
O 0.33704 1.29990 0.82847
H -0.59794 -1.10399 0.98713
H 2.82262 2.96926 0.16529
H -1.78446 -0.16683 0.07213
*
```

The gap between HOMO and LUMO (alpha / beta) comes out at 6.148 / 6.856 eV. The expectation value of S² is 8.77. For the total energy, the calculation gives -37739.4823 eV. As for the strongest force on any atom: 0.0290 Eh/bohr. For the HOMO energy (alpha / beta), the calculation gives -0.2651 / -0.2914 Eh.

---

7 unconnected molecules or ions with the total composition C36H81FO17S at a distorted geometry, computed with ωB97M-V/def2-TZVPD.

```
! RIJCOSX wB97M-V def2-TZVPD def2/J DEFGRID3
* xyz 0 1
H 3.12051 -6.49934 -3.28498
H -9.17317 2.36474 7.07432
H -7.68808 -3.31950 1.31511
H -5.20161 1.92495 6.97468
H 3.64567 -3.21148 -0.15497
H 1.08849 -7.53822 -2.35697
O -2.45526 0.26633 -4.86212
H -5.71338 -0.17948 2.80424
H 6.34011 4.47763 -1.62072
H 4.97080 -4.90109 -2.75335
O 2.76866 -6.99166 -1.28359
O -2.90690 -4.68202 -1.44887
O 3.25030 -4.14889 -1.95781
O -6.07526 -2.75887 2.48547
H 7.05856 1.92017 0.65366
C -6.31545 -0.08631 5.82653
H -4.73702 2.78404 5.49312
H 4.97282 6.48513 3.39630
H -7.14045 -1.63304 1.08167
H 6.16735 3.38086 -3.00078
H -5.34895 -3.17779 0.57031
H -2.13713 0.56693 -0.15592
O -4.73599 -0.57793 0.99625
H -3.29708 -5.96218 -3.05504
H -2.47977 -1.89076 -1.19911
O 0.20613 4.24231 -3.10707
H -8.01064 -2.08901 2.55713
H 10.41394 3.75417 -0.24457
H 8.09787 4.84292 -3.36355
H -3.85127 -4.28717 -3.21269
H 9.46634 2.48040 -1.03300
H 0.36416 2.31714 -5.25031
C 4.25054 -5.17208 -1.97486
H 3.78742 2.46272 -4.48501
H 5.76431 3.09560 0.33581
H 1.95132 -3.19346 -0.69315
H -3.69190 -1.48748 2.56288
H -2.47150 1.76853 -2.61909
S -1.93646 1.61815 -5.45496
O -7.62033 1.07588 7.53560
H 1.20431 -5.79170 -1.98771
H 8.65205 3.16791 -3.20590
H -5.87363 1.04152 1.52660
C -0.70254 4.04561 -4.27516
H 2.28172 -0.72376 -4.12661
H 3.56720 1.47767 -0.73657
H -6.40324 -0.86579 5.06265
O 4.59001 4.74336 2.30429
C -0.11694 1.74495 -3.00880
O 3.00326 5.36481 4.72585
O -1.55318 1.33735 -6.95399
H -5.59187 -0.42957 6.57549
C -4.98441 -2.94123 1.57747
H -4.89058 -7.20992 0.80453
O -0.26590 -0.29093 -0.73898
C 2.37126 3.11926 -2.82497
C -5.14587 -5.49610 -1.99532
H 2.96110 3.27859 -1.80660
C 2.97610 1.93922 -3.78217
H 4.45027 -7.26801 -2.40283
H 5.39314 4.22902 4.16475
H 0.80371 -6.95004 -0.70449
O 6.85361 2.47507 -1.30802
H -5.78179 -5.74923 -2.84992
H -1.80021 -1.24199 -2.83419
C 3.34964 0.53914 -1.42423
C 3.64191 -6.53406 -2.32099
C -1.55542 0.28774 -1.14700
H -4.41037 -3.80110 1.93713
H -3.20949 -1.92710 0.91627
C 2.85797 -3.80279 -0.63462
O 9.04224 4.44807 -1.59973
H 1.09522 5.77883 4.04630
H 4.73016 2.90986 3.18602
H -7.63959 2.69868 6.21691
C 5.28871 5.96921 2.48767
H -4.33400 0.88545 2.40008
H 7.47614 3.61495 0.33393
H 10.75252 3.33195 -1.93805
C 6.78603 2.80643 0.07478
C 1.39642 -6.80070 -1.61070
H 0.09333 -0.90465 -1.46176
H 2.18119 7.17384 4.22611
H 2.39422 6.07173 2.85176
C 8.19532 4.00579 -2.66501
C -7.28533 -2.43054 1.81282
O -5.09553 -6.65502 -1.15716
H 3.47728 -1.52351 -2.89947
C 3.21959 4.04930 4.20549
H 4.93938 0.90266 -3.16669
H 2.64116 -4.68596 -0.03082
H 4.78719 -5.21068 -1.01896
H -7.79437 3.07695 7.94175
C -4.06994 -1.71297 1.55860
H -1.19662 -5.79814 -1.78719
H -2.48280 -6.64969 -0.88214
C -1.45238 1.65758 -2.04207
H 3.22220 3.36561 5.06070
H -5.60903 -4.65246 -1.46986
C 6.80327 3.63399 -2.14618
H -4.47300 -5.51514 0.48479
H 2.40066 3.75180 3.53977
C -1.98900 -5.68884 -1.03861
H 0.48515 0.74872 -3.12755
H -3.92569 1.25955 5.91196
H -1.38687 2.59440 -1.31554
H 0.70150 3.28137 -1.31712
C 4.57190 3.94831 3.49394
H -8.42191 0.46678 5.70330
C -0.53865 2.39939 -4.48339
H -3.45978 -0.55635 -2.23995
C -7.69329 0.14017 6.45540
H 4.05531 -0.32402 -0.99869
H 2.51467 4.14373 -3.42027
H -6.18483 -6.03449 0.48667
C -3.75381 -5.12430 -2.51414
C -8.08093 2.36840 7.15909
C -5.18550 0.33245 1.99407
H -8.04709 -0.80624 6.87658
H 2.21131 1.43138 -4.50639
H 5.07733 6.61676 1.63169
F -3.35141 2.64276 -5.54524
O -5.84612 1.09278 5.16499
H 4.18772 -0.99306 -4.57001
C -2.41337 -0.93076 -1.86712
C 0.77835 3.00747 -2.47640
H 2.25174 0.17537 -1.24472
H -1.53519 -5.37592 -0.09371
C 2.12203 6.12916 3.90993
H 6.36735 5.78134 2.52538
C -4.87853 1.79539 5.93740
C -5.16310 -6.32366 0.22565
C 9.96013 3.44125 -1.18948
C 3.77210 0.73817 -2.99555
O -1.46058 4.91993 -4.94450
C 3.39992 -0.69927 -3.75600
*
```

The gap between HOMO and LUMO comes out at 8.530 eV. For the total energy, the calculation gives -86989.7064 eV. As for the strongest force on any atom: 0.1863 Eh/bohr. The SMILES is CC(C)CC[C@H]1OC(=O)[C@H](S(=O)(=O)F)[C@@H]1C[C@@H](C)O.COCCOC.COCCOC.COCCOC.COCCOC.COCCOC.COCCOC. For the HOMO energy, the calculation gives -0.3413 Eh.

---

A single C4H6OS molecule at a distorted geometry, computed with ωB97M-V/def2-TZVPD.

```
! RIJCOSX wB97M-V def2-TZVPD def2/J DEFGRID3
* xyz 0 1
S 1.41737 -0.00524 -0.20687
C -1.12731 0.74863 0.28924
H 0.44270 -2.12501 -0.41471
C 0.34333 1.30816 0.25953
H 0.57314 1.76669 1.23516
H -1.81810 -1.44916 0.72156
C 0.31125 -1.28766 0.24597
H -1.89983 1.34872 0.75556
H 0.63641 -1.63853 1.20586
C -1.08275 -0.73907 0.34793
H 0.41691 2.08347 -0.49873
O -1.46204 -0.01034 -0.81886
*
```

The gap between HOMO and LUMO comes out at 9.461 eV. Its relative energy (zero: lowest compared OMol25 entry of this formula, charge and spin) is 1.530 eV. For the total energy, the calculation gives -17126.5998 eV. As for the strongest force on any atom: 0.0428 Eh/bohr. The SMILES is C1SC[C@H]2O[C@@H]12. For the HOMO energy, the calculation gives -0.3122 Eh.

---

A single C4H7NS molecule at a distorted geometry, computed with ωB97M-V/def2-TZVPD.

```
! RIJCOSX wB97M-V def2-TZVPD def2/J DEFGRID3
* xyz 0 1
H -1.80773 0.23980 1.47880
C -1.86038 0.02563 -0.66360
H -1.83521 1.02975 -0.78996
H 0.58610 1.82570 1.12611
C -1.75394 -0.59273 0.70630
H -2.37413 -0.56809 -1.55833
N -0.64633 -0.67272 -0.14386
H -2.27155 -1.53194 0.99531
H 0.67071 2.14099 -0.62488
C 0.38924 0.10095 -0.11927
S 1.91593 -0.46626 -0.02845
C 0.17110 1.62398 0.18892
H -0.77484 2.08601 0.16102
*
```

The gap between HOMO and LUMO comes out at 8.635 eV. Its relative energy (zero: lowest compared OMol25 entry of this formula, charge and spin) is 3.300 eV. For the total energy, the calculation gives -16583.6310 eV. As for the strongest force on any atom: 0.1243 Eh/bohr. The SMILES is CC(=S)N1CC1. For the HOMO energy, the calculation gives -0.3124 Eh.

---

A molecular structure, C35H36BBrCrN3O3PSe2 at a distorted geometry, computed with ωB97M-V/def2-TZVPD.

```
! RIJCOSX wB97M-V def2-TZVPD def2/J DEFGRID3
* xyz 0 5
N 0.55335 -2.86654 -0.41321
H 4.53547 1.50349 -0.66384
C -3.40734 -0.10570 0.09803
H -7.39854 -1.27280 0.08957
H 5.35438 4.79821 2.13091
H 1.74732 -4.54555 -3.07444
C 0.86984 1.22437 -2.52973
C 4.72388 1.94397 0.39018
C 6.38071 -1.29429 2.29838
C -0.87153 0.15470 -3.97171
C -4.61167 0.07460 -0.53512
Br -0.29751 -3.50052 2.06120
Se 2.24069 -0.84533 2.67015
H 1.60703 0.39644 -2.41080
C 4.52146 1.63717 2.85787
C 1.49975 3.36583 1.11123
C 7.03750 -3.60268 2.18694
C 5.14164 -1.60272 1.76410
H -7.82085 -0.03650 1.32491
H -4.74623 -0.32659 -1.52756
Cr 0.86427 -0.70066 0.28046
C 1.16841 2.04342 1.04443
Se 3.44131 -0.99493 -0.71121
C 1.02935 -3.20317 -1.61133
C 5.15155 3.77914 1.93035
H -1.17088 0.70558 -2.05150
H 5.36744 3.90944 -0.16208
H -2.98341 0.59432 -4.14968
H -2.56809 -0.68584 -2.99106
C -6.99593 0.83740 -0.50371
C 1.30571 3.41221 -1.24230
C 7.27570 -2.32077 2.51889
C 1.26661 -4.46516 -2.08796
C 4.85565 2.99505 3.03569
P 3.83931 -0.52904 1.36490
H 1.33848 3.86998 -2.19193
B -1.27797 -0.39866 0.66194
C 5.11680 3.24696 0.65471
H -6.27416 1.29252 -2.51058
H 1.70829 5.21814 -0.11688
H 1.10932 -6.55388 -1.49713
C 0.93447 -5.50808 -1.25046
H -7.02140 2.99821 -0.84398
H 4.97841 3.36975 4.02363
O -2.25355 -0.72803 -0.33700
N -0.50095 0.77402 -2.80234
C -7.74403 -0.25686 0.21233
H -3.78520 1.80020 2.80869
H 1.27072 1.54669 1.98801
H -6.74371 -0.43892 -2.29818
H 4.08147 1.06378 3.64669
C 0.96432 2.07498 -1.25002
C -5.61258 0.80434 0.10363
C 0.34829 -5.20259 -0.01905
H 1.40909 -2.32660 -2.19264
H -7.86254 2.42643 0.79158
H -8.00409 0.81009 -2.47710
N 0.85298 1.41470 -0.05375
H 3.78551 -3.18860 1.26257
H -2.52617 -0.99846 -4.73788
C 4.80124 -2.97487 1.55529
H 1.18631 1.91434 -3.29236
C -5.35580 1.41169 1.32313
H 0.15284 -5.95841 0.69434
C 0.26929 -3.88487 0.34726
C -7.00663 0.61986 -2.06997
C -4.13972 1.27794 1.96179
H 5.54322 -5.05548 1.56501
H 1.72213 3.75454 2.06047
C -7.68993 2.24635 -0.29819
H 6.65868 -0.28027 2.53876
H -6.14914 2.03338 1.74539
C 4.44484 1.15604 1.53383
C 5.76573 -3.96323 1.72092
C -2.33236 -0.29065 -3.96664
C 1.52891 4.13448 -0.04830
H -8.72580 2.19811 -0.69110
H 7.75996 -4.37559 2.32241
O -0.07276 -0.08750 -4.88061
H 8.23152 -2.12694 2.92689
C -3.19399 0.53692 1.33825
O -1.85955 0.37848 1.69053
H -8.73709 -0.25101 -0.17289
*
```

The gap between HOMO and LUMO (alpha / beta) comes out at 7.398 / 7.855 eV. The expectation value of S² is 6.05. Its relative energy (zero: lowest compared OMol25 entry of this formula, charge and spin) is 0.436 eV. For the total energy, the calculation gives -286617.1627 eV. As for the strongest force on any atom: 0.0557 Eh/bohr. For the HOMO energy (alpha / beta), the calculation gives -0.2627 / -0.2849 Eh.

---

6 unconnected molecules or ions with the total composition C16H36NO12P at a distorted geometry, computed with ωB97M-V/def2-TZVPD.

```
! RIJCOSX wB97M-V def2-TZVPD def2/J DEFGRID3
* xyz -2 1
H 1.16029 -3.18871 -0.91285
C -0.13371 -1.24671 3.37315
O 1.93529 1.82229 2.77915
C 0.02129 -2.99571 -1.03485
O 2.25829 -0.40871 -1.27585
C 1.41829 3.84829 -2.23585
C -0.83971 -3.04771 0.18715
C -3.01471 1.21629 1.65815
O 3.88529 -1.48171 0.01815
N 0.27829 1.29729 0.52115
C 1.02629 4.45529 -0.87885
C -3.21271 0.34229 0.30015
H 3.87729 -3.40071 1.60615
H 2.93429 -0.46171 1.50115
H 1.37229 2.47329 -4.43685
H -4.61371 -0.65471 -1.78885
H -0.07371 -1.95771 4.18715
H -2.53671 0.45329 2.28015
O 0.51229 3.54929 2.05915
H -6.51471 -1.62371 -1.75385
H 0.78029 -0.76771 2.97815
O 1.04229 3.65129 4.44615
O -0.36671 -2.14571 1.18715
H 3.07929 -2.64171 2.93515
H 0.57729 0.56529 1.12415
H -0.60371 -0.37771 3.86315
H 1.98529 1.36029 -3.09185
H -0.93671 1.46829 -3.88785
H 0.00429 4.29829 -0.64985
C 3.77529 -2.46471 2.11915
H -0.43771 0.43029 -2.53885
H 0.98629 1.89529 0.32615
H -0.65471 -4.00771 0.68515
O -1.98871 -2.66471 2.74315
H -0.00771 -2.06671 -1.65585
O -0.33471 1.96729 3.34115
C -0.08571 0.93529 -3.58385
H 0.03029 0.93129 -0.47185
H 3.57729 -0.45471 -3.27085
H -3.93271 1.48429 1.98915
H 4.18529 -2.22471 -2.83085
H 1.06029 5.49329 -0.96685
H -6.56971 -1.91171 0.21015
P 0.91229 2.66329 3.19015
O -2.48771 0.51029 -0.67885
H 0.18429 0.07529 -4.18785
O 2.29229 4.45229 -2.93485
C 4.10229 -1.12971 -2.37285
H -1.98071 -2.71371 0.00915
H -4.14771 -2.07371 -0.58085
H -6.78871 -0.33471 -0.34285
H -0.23671 1.95029 0.97415
O 0.72329 2.72329 -2.49285
C -6.31971 -1.33871 -0.73185
H 1.67129 4.13529 -0.01185
H 4.77229 -2.08571 2.39715
C 1.11629 1.85429 -3.53685
H 2.22929 -1.86371 0.81815
C 3.34029 -0.94871 -1.14785
H -0.13971 -3.74271 -1.79185
C -0.89771 -2.11971 2.35615
C 3.11829 -1.48871 1.12715
O -4.34871 -0.38471 0.36815
H 5.06829 -0.53271 -2.30185
H -2.26671 1.87129 1.50115
C -4.82071 -1.22071 -0.78085
*
```

The gap between HOMO and LUMO comes out at 1.584 eV. Its relative energy (zero: lowest compared OMol25 entry of this formula, charge and spin) is 0.156 eV. For the total energy, the calculation gives -52519.0666 eV. As for the strongest force on any atom: 0.2461 Eh/bohr. For the HOMO energy, the calculation gives 0.0788 Eh.